A molecular structure, C16H16BCl2MnO4SeSi in a non-equilibrium geometry, computed with ωB97M-V/def2-TZVPD.

Results
HOMO energy (spin up / spin down): -4.198 / -4.965 eV
⟨S²⟩: 8.77
2S+1: 6
E_LUMO (spin up / spin down): 2.35 / 2.06 eV
Total energy: -155313.50031 eV
Total charge: -1
Energy relative to the best compared isomer or geometry (same formula, charge and spin): 0.000 eV

Structure (XYZ):
```
42
C16H16BCl2MnO4SeSi (ωB97M-V/def2-TZVPD)
Mn -0.76333 1.11152 0.32566
Cl -6.04641 3.80133 -3.24016
C -4.57721 3.59747 -2.31954
C -3.52076 4.50163 -2.52661
C -2.35290 4.36693 -1.83440
Cl -1.04197 5.45567 -2.13750
C -2.13391 3.31082 -0.88290
O -1.00169 3.10960 -0.35407
C -3.28012 2.47565 -0.64525
C -3.23291 1.45967 0.36978
O -2.52237 1.50774 1.37413
C -4.45834 2.59371 -1.40697
H -3.62291 5.29391 -3.25487
H -3.97387 0.63975 0.30262
H -5.27753 1.90555 -1.23879
C 1.93276 -2.46058 -0.77609
Si 0.92135 -1.83384 -2.23298
C -0.19658 -3.24578 -2.81701
C 2.08099 -1.38417 -3.65762
Se -0.33430 -0.03642 -1.80079
H 2.46185 -3.38117 -1.04343
H 1.29234 -2.66317 0.08002
H 2.66328 -1.71658 -0.46780
H 0.38114 -4.09893 -3.18071
H -0.85059 -2.90167 -3.62010
H -0.83495 -3.58100 -1.99758
H 2.56489 -2.27276 -4.07148
H 2.85698 -0.69863 -3.31353
H 1.52743 -0.88849 -4.45561
O 0.51599 0.32629 3.28786
B 0.70668 0.33007 1.86765
O 1.86753 -0.44401 1.62147
C 2.33273 -0.89442 2.81681
C 3.42385 -1.69468 3.07542
C 3.66822 -2.01345 4.41199
C 2.84606 -1.54297 5.42915
C 1.74324 -0.73369 5.15476
C 1.50942 -0.42341 3.83168
H 4.05439 -2.05764 2.27552
H 4.51401 -2.64212 4.66027
H 3.06412 -1.81354 6.45468
H 1.09340 -0.36417 5.93630
```